198
Properties=species:S:1:pos:R:3 method="wB97M-V/def2-TZVPD" homo_energy_ev=-9.3207 charge=+2 relative_energy_kcal_mol=382.6 homo_lumo_gap_ev=1.52 multiplicity=1 lumo_energy_ev=-7.80
C 3.4626 0.1858 11.2492
C 1.9876 -0.0337 11.4698
O 1.5800 -0.4882 12.4804
N 1.0463 0.2125 10.3551
H 1.2664 -0.3716 9.5611
H 0.0757 -0.0387 10.4768
C 1.1106 1.6267 9.7864
H 3.5644 0.9530 10.4816
H 3.8878 -0.6327 10.6685
H 3.9341 0.3827 12.2120
H 0.3035 1.8587 9.0914
H 2.0177 1.5713 9.1846
H 1.1621 2.3989 10.5540
C 6.1385 -2.5277 -5.4532
C 6.7924 -3.4972 -6.3561
O 6.4722 -3.5792 -7.5353
N 7.7441 -4.5551 -5.6870
H 8.7095 -4.2585 -5.6904
H 7.5047 -4.4646 -4.7099
C 7.4315 -5.9720 -6.3018
H 5.6199 -1.8126 -6.0918
H 6.8799 -1.9429 -4.9087
H 5.4588 -3.0182 -4.7565
H 7.3877 -5.8342 -7.3822
H 6.4586 -6.2936 -5.9303
H 8.2121 -6.6848 -6.0359
C 1.8225 8.8510 3.1409
C 1.3932 8.5542 4.5977
O 0.2954 8.0440 4.9676
N 2.4396 8.9657 5.6347
H 3.4017 8.6768 5.5304
H 2.5164 9.9641 5.5025
C 2.0599 8.9882 7.1091
H 2.8150 8.4585 2.9196
H 1.8900 9.9389 3.1468
H 1.0423 8.4512 2.4932
H 2.2153 8.0187 7.5824
H 1.0016 9.2271 7.2141
H 2.6300 9.7849 7.5869
C -12.2561 -4.4688 -4.5104
C -10.7408 -4.1346 -4.8109
C -10.5993 -3.7219 -6.3371
C -10.9129 -2.2431 -6.5797
C -9.9663 -1.4762 -5.6866
C -10.2462 -1.5353 -4.1671
N -10.2265 -3.1036 -3.8037
O -10.3024 -3.3390 -2.4393
C -11.6185 -0.8907 -3.6651
C -8.9108 -0.9756 -3.5890
C -9.8851 -5.4713 -4.6091
H -12.6856 -5.1827 -5.2132
H -12.9174 -3.6024 -4.4998
H -12.4382 -4.7873 -3.4840
H -11.3407 -4.2005 -6.9769
H -9.6025 -4.0031 -6.6770
H -11.9591 -1.9771 -6.4288
H -10.7196 -2.0434 -7.6336
H -10.0738 -0.4749 -6.1037
H -8.9448 -1.8180 -5.8533
H -11.7125 -0.9236 -2.5796
H -12.5054 -1.3103 -4.1398
H -11.5591 0.1553 -3.9661
H -8.0916 -1.5047 -4.0759
H -8.8969 -1.0027 -2.4995
H -8.8902 0.1080 -3.7051
H -9.8693 -5.9040 -3.6087
H -8.8117 -5.4172 -4.7908
H -10.2248 -6.1570 -5.3854
C 8.7765 4.9196 -1.2030
C 9.9237 5.9402 -1.5613
C 11.1674 5.4722 -0.7994
C 11.9152 4.2594 -1.3715
C 12.1610 4.4740 -2.8749
C 10.9195 4.6689 -3.6638
N 10.2575 5.9356 -3.0744
O 9.4602 6.5803 -3.9643
C 9.9849 3.3951 -3.5849
C 11.2671 4.9602 -5.1009
C 9.5289 7.4456 -1.2119
H 7.9489 4.9662 -1.9108
H 8.2099 5.2384 -0.3281
H 9.2174 3.9333 -1.0587
H 10.9352 5.2134 0.2337
H 11.9049 6.2728 -0.7418
H 11.3241 3.3747 -1.1347
H 12.8742 4.2293 -0.8544
H 12.7180 3.6621 -3.3424
H 12.8088 5.3008 -3.1660
H 8.9779 3.4236 -4.0011
H 9.9087 2.8892 -2.6225
H 10.5254 2.6449 -4.1620
H 11.9953 5.7604 -5.2331
H 10.4317 5.2530 -5.7368
H 11.6219 4.0618 -5.6060
H 10.4537 8.0210 -1.2551
H 9.0781 7.4982 -0.2209
H 8.7575 7.8154 -1.8874
C 1.7322 2.1400 -0.1322
C 0.3772 1.5327 -0.3906
C 0.5953 0.1492 -1.0927
C -0.5871 -0.7777 -0.9418
C -0.9188 -0.9866 0.6137
C -1.3018 0.2054 1.3069
N -0.3220 1.3239 0.9809
O -0.4847 2.5346 1.6804
C -1.0684 -0.0705 2.7575
C -2.7710 0.5497 0.8961
C -0.4456 2.4827 -1.2894
H 2.4069 2.1547 -0.9882
H 2.3488 1.5650 0.5585
H 1.7280 3.1435 0.2931
H 1.5115 -0.2925 -0.7006
H 0.9088 0.3352 -2.1200
H -0.3715 -1.7712 -1.3348
H -1.4102 -0.4859 -1.5941
H -0.1632 -1.5869 1.1204
H -1.6479 -1.7940 0.6811
H -1.4875 -0.9643 3.2195
H -1.3543 0.6770 3.4974
H -0.0126 -0.2947 2.9096
H -2.9014 0.5720 -0.1858
H -3.0753 1.4398 1.4467
H -3.3956 -0.2928 1.1932
H -1.4716 2.1378 -1.4184
H 0.0781 2.4912 -2.2453
H -0.3149 3.5388 -1.0536
C -6.6476 -11.7166 7.5111
C -6.3284 -10.2044 7.3056
C -7.1903 -9.7570 6.0841
N -6.9425 -8.2714 5.6367
C -7.1782 -7.2398 6.7815
C -7.8611 -7.8422 4.4334
C -7.1243 -6.7124 3.6744
C -5.6409 -6.8019 4.1434
C -5.5893 -8.2096 4.9567
H -6.4385 -12.2943 6.6107
H -7.6659 -11.7388 7.8992
H -5.9506 -12.1900 8.2025
H -5.2673 -10.1624 7.0596
H -6.5802 -9.5237 8.1188
H -8.2674 -9.7844 6.2491
H -7.0234 -10.3983 5.2187
H -6.5702 -7.3918 7.6733
H -8.1889 -7.3834 7.1635
H -7.1048 -6.2935 6.2456
H -8.8043 -7.5151 4.8710
H -7.9887 -8.6927 3.7638
H -7.5661 -5.7201 3.7661
H -6.9562 -6.9701 2.6287
H -5.4696 -5.9044 4.7377
H -4.8658 -6.8308 3.3775
H -4.8851 -8.2178 5.7887
H -5.2366 -9.0612 4.3749
N -6.4380 8.2637 -0.1204
S -5.0775 8.2366 -0.4907
O -4.7324 7.1129 -1.4255
O -4.0298 8.6771 0.4384
F -5.0641 9.5787 -1.4666
S -6.3490 7.3848 1.3082
O -6.4218 8.1214 2.5844
O -5.4740 6.2368 1.2405
F -7.8996 6.7505 1.2778
N 2.3205 -2.6603 6.8981
S 3.6383 -2.3278 5.9106
O 3.4129 -2.4452 4.4730
O 4.9725 -2.5214 6.4065
F 3.5941 -0.6916 6.0357
S 2.6034 -4.1242 6.7750
O 3.6906 -4.7360 7.5718
O 2.2902 -4.7290 5.4729
F 1.3860 -4.7769 7.6638
N 7.3303 -3.7395 -1.4033
S 6.0458 -4.5160 -0.5739
O 4.7309 -3.8896 -0.5227
O 6.4499 -5.3867 0.5303
F 5.6686 -5.4942 -1.8338
S 7.5092 -2.7551 -0.3014
O 8.1834 -3.2040 0.9347
O 6.5066 -1.7123 -0.2192
F 8.6691 -1.8334 -0.9620
N 3.0125 6.6570 -6.9768
S 4.4314 5.8949 -6.9607
O 4.7886 5.1143 -5.7539
O 5.5110 6.4592 -7.7278
F 3.9556 4.6749 -7.9994
S 3.4144 7.5199 -5.7964
O 4.6388 8.3136 -5.8125
O 2.9241 7.0677 -4.4851
F 2.4189 8.7791 -6.0100
N -1.6748 1.9188 -8.6444
S -1.3077 0.7990 -9.8771
O -2.4397 0.0388 -10.4551
O -0.0745 0.0116 -9.7142
F -1.0336 1.8584 -11.0680
S -2.4545 1.0393 -7.8311
O -1.7519 0.0074 -7.0676
O -3.7736 0.8477 -8.3116
F -2.8274 2.0390 -6.5544


55
Properties=species:S:1:pos:R:3 method="wB97M-V/def2-TZVPD" homo_energy_ev=-14.0109 charge=+2 relative_energy_kcal_mol=26.9 homo_lumo_gap_ev=5.97 multiplicity=1 lumo_energy_ev=-8.05
Tl -1.0635 -0.8913 0.8454
C -1.6159 3.5620 2.1847
As -1.5700 2.0826 0.9000
C -3.0366 2.5961 -0.2815
C 0.0437 2.5297 -0.1133
C -0.0402 3.5481 -1.0594
C 1.0511 3.8869 -1.8448
C 2.2408 3.1904 -1.6974
C 2.3374 2.1819 -0.7510
C 1.2559 1.8497 0.0603
As 1.4511 0.4076 1.3649
C 3.3331 -0.0917 1.2834
C 1.3838 1.3822 3.0545
H -1.6200 4.4789 1.5964
H -0.7392 3.5497 2.8258
H -2.5161 3.5124 2.7936
H -3.0120 3.6618 -0.4993
H -3.9728 2.3723 0.2281
H -2.9944 2.0281 -1.2088
H -0.9649 4.0979 -1.1817
H 0.9709 4.6939 -2.5609
H 3.0968 3.4407 -2.3103
H 3.2755 1.6533 -0.6387
H 3.5689 -0.5834 0.3423
H 3.5105 -0.7981 2.0934
H 3.9722 0.7777 1.4258
H 1.9554 2.3044 2.9702
H 1.8106 0.7598 3.8396
H 0.3528 1.6055 3.3222
F 0.4564 -5.5976 4.9423
C -0.5666 -4.8740 4.4695
F -0.6077 -3.7278 5.1669
F -1.6981 -5.5433 4.7208
C -0.4024 -4.6453 2.9832
C 0.0657 -5.7076 2.2238
C 0.1940 -5.5814 0.8495
C -0.1338 -4.3656 0.2870
N -0.5752 -3.3402 1.0117
C -0.7439 -3.4458 2.3414
S -1.4092 -2.0631 3.1553
H 0.3329 -6.6302 2.7226
H 0.5308 -6.4057 0.2392
H -0.0573 -4.1880 -0.7789
S 0.1577 -1.0478 -1.6108
C -0.3664 -0.3151 -3.0693
N 0.5446 -0.2500 -4.0695
C 0.2811 0.2545 -5.2942
C -0.9568 0.7505 -5.5783
C -1.9328 0.7198 -4.5728
C -1.6419 0.1971 -3.3330
H 1.4650 -0.6251 -3.8781
H 1.0845 0.2456 -6.0164
H -1.1747 1.1472 -6.5580
H -2.9226 1.1035 -4.7826
H -2.3881 0.1463 -2.5548


49
Properties=species:S:1:pos:R:3 method="wB97M-V/def2-TZVPD" homo_energy_ev="-12.7274 / -12.7274" charge=+1 homo_lumo_gap_ev="9.28 / 2.66" multiplicity=2 lumo_energy_ev="-3.45 / -10.06"
C 28.3084 -9.1439 23.9185
O 27.0724 -8.8976 23.2980
C 26.6953 -9.6763 22.2462
O 27.3006 -10.5817 21.7982
O 25.4669 -9.2558 21.8212
C 24.9219 -9.7486 20.6399
H 28.1764 -9.2545 24.9948
H 28.9585 -8.3240 23.6133
H 28.7830 -10.0903 23.6593
H 25.6936 -9.7179 19.8707
H 24.1170 -9.1242 20.2522
H 24.4479 -10.7047 20.8621
C 28.0589 -13.6803 22.5022
O 28.8777 -13.9066 23.6130
C 29.9401 -13.2799 23.8845
O 30.4144 -12.3855 23.1927
O 30.4989 -13.7474 24.9981
C 31.7053 -13.2670 25.5415
H 27.4801 -14.5634 22.2315
H 28.6182 -13.3767 21.6172
H 27.3415 -12.8860 22.7084
H 31.7573 -12.1807 25.4685
H 32.5969 -13.6128 25.0185
H 31.8723 -13.4650 26.6003
C 25.8869 -14.6087 19.7951
Cl 27.5726 -14.9671 19.5376
Cl 25.0221 -15.6957 20.8767
H 25.7072 -13.5970 20.1586
H 25.3984 -14.6109 18.8207
C 31.9767 -14.2326 16.8496
Cl 33.3932 -13.3264 16.3945
Cl 32.4874 -15.8052 17.5980
H 31.5486 -13.6316 17.6519
H 31.2884 -14.2787 16.0057
C 26.9898 -7.5026 17.2394
Cl 26.6981 -6.7173 18.8114
Cl 26.6720 -6.4502 15.8515
H 28.0669 -7.6698 17.2458
H 26.3332 -8.3727 17.2395
C 28.1974 -11.3688 18.2789
Cl 26.6696 -10.8198 17.6017
Cl 29.1169 -12.4708 17.1804
H 28.8273 -10.5614 18.6522
H 27.9964 -11.9461 19.1814
C 30.3607 -6.8034 19.9613
Cl 30.0042 -6.1740 21.6067
Cl 29.6706 -8.4086 20.0278
H 29.8721 -6.2064 19.1913
H 31.4466 -6.7942 19.8662